(1)
Formula: C34H24AsMnNO2SbSe4
Source: OMol25
Level of theory: ωB97M-V with the def2-TZVPD basis set

XYZ file:
```
68
Properties=species:S:1:pos:R:3:forces:R:3:mulliken_charge:R:1
Mn 0.2495 0.2068 1.1350 -0.5 -2.4 -0.5 -0.629
O -0.3742 3.4409 -0.4738 0.0 -0.1 -0.3 -0.673
C -0.1979 2.3304 -0.0246 0.5 1.3 0.5 0.856
O -0.8566 1.2671 -0.2227 0.8 -0.3 0.6 -0.811
C 0.9971 2.3994 1.1987 -0.5 1.1 -0.3 2.246
C 0.8865 3.6484 1.8727 0.1 0.0 0.0 -1.452
C 1.6276 3.8831 2.9849 0.2 -0.1 0.1 -0.942
C 2.4216 2.8417 3.5305 -0.1 0.1 0.0 1.030
C 3.0474 2.9157 4.7965 0.0 0.1 -0.1 -0.887
C 3.6647 1.8180 5.3229 0.0 0.0 0.0 -0.501
C 3.7055 0.6060 4.5994 0.0 0.0 0.1 -0.766
C 3.1539 0.5228 3.3539 0.0 0.0 -0.1 -0.493
C 2.4884 1.6422 2.8051 0.5 -0.4 -0.2 -0.269
N 1.8730 1.4776 1.5831 -1.4 0.5 0.2 0.002
H 0.2022 4.3807 1.4760 0.0 0.0 0.0 0.602
H 1.5834 4.8440 3.4844 -0.1 0.0 0.1 0.393
H 2.9904 3.8449 5.3504 0.0 0.0 0.0 0.380
H 4.1113 1.8655 6.3073 0.0 0.0 0.0 0.387
H 4.1397 -0.2750 5.0535 0.1 0.0 0.0 0.448
H 3.1552 -0.4053 2.7956 0.0 0.0 0.0 0.419
Se 1.5166 -4.4413 4.2039 0.1 0.0 -0.1 -0.460
Sb -0.7198 -3.5281 3.8703 0.1 0.3 -0.1 0.821
Se -2.2253 -3.2853 5.6945 0.0 0.1 0.0 -0.582
Se -0.9845 -5.1501 2.0936 -0.1 -0.2 0.1 -0.479
Se -0.5313 -1.0574 2.9847 -0.1 0.1 0.4 -0.532
C 2.3058 4.7946 -4.4827 0.0 0.0 0.0 -0.466
C 2.6616 4.8101 -3.1409 0.0 0.0 0.0 -0.763
C 2.4905 3.6730 -2.3671 -0.1 0.0 0.0 0.042
C 1.9730 2.5068 -2.9244 0.1 0.1 -0.1 0.595
C 1.5989 2.5040 -4.2626 0.0 0.0 0.0 -0.389
C 1.7647 3.6447 -5.0375 0.0 0.0 0.0 -0.711
As 1.9042 0.9338 -1.7656 0.2 -0.1 -0.1 0.592
C 1.4071 -0.4144 -3.0583 0.0 0.0 0.0 0.341
C 0.1183 -0.7662 -3.4262 0.0 0.0 0.0 -0.868
C -0.0718 -1.8098 -4.3220 0.0 0.0 0.0 -0.718
C 1.0219 -2.5119 -4.8144 0.0 0.0 0.0 -0.758
C 2.3111 -2.1673 -4.4372 0.0 0.0 0.0 -0.708
C 2.5133 -1.1028 -3.5659 0.0 0.0 0.0 0.167
C 3.8203 -0.6130 -3.0817 0.0 0.0 0.0 1.036
C 5.0667 -1.0430 -3.5222 0.0 0.0 0.0 -0.726
C 6.2183 -0.4891 -2.9818 0.0 0.0 0.0 -0.747
C 6.1358 0.4883 -1.9976 0.0 0.0 0.0 -0.702
C 4.8934 0.9334 -1.5637 0.0 0.0 0.0 -0.513
C 3.7427 0.3934 -2.1126 0.0 0.0 -0.2 0.239
H 2.4420 5.6798 -5.0912 0.0 0.0 0.0 0.356
H 3.0644 5.7111 -2.6951 0.0 0.0 0.0 0.396
H 2.7502 3.6997 -1.3133 0.0 0.0 0.0 0.286
H 1.1793 1.6095 -4.7065 0.0 0.0 0.0 0.320
H 1.4713 3.6317 -6.0801 0.0 0.0 0.0 0.394
H -0.7308 -0.2361 -3.0099 0.0 0.0 0.0 0.450
H -1.0736 -2.0886 -4.6231 0.0 0.0 0.0 0.408
H 0.8658 -3.3456 -5.4873 0.0 0.0 0.0 0.380
H 3.1519 -2.7398 -4.8094 0.0 0.0 0.0 0.354
H 5.1445 -1.8033 -4.2897 0.0 0.0 0.0 0.382
H 7.1881 -0.8212 -3.3304 0.0 0.0 0.0 0.383
H 7.0397 0.9026 -1.5692 0.0 0.0 0.0 0.409
H 4.8291 1.6998 -0.7988 0.0 0.0 0.0 0.427
C 1.9873 -3.8958 -0.7499 0.0 0.0 0.0 -0.646
C 2.8031 -2.8447 -0.3556 0.0 0.0 0.0 -0.604
C 2.2379 -1.7007 0.1889 0.0 0.1 0.0 0.457
C 0.8509 -1.5722 0.2908 0.2 -0.2 0.5 0.800
C 0.0452 -2.6414 -0.0718 -0.1 0.2 -0.3 -0.563
C 0.6139 -3.7967 -0.5942 0.1 0.1 -0.1 -0.634
H 2.4237 -4.8031 -1.1484 0.0 0.0 0.0 0.434
H 3.8799 -2.9159 -0.4563 0.0 0.0 0.0 0.424
H 2.8936 -0.9025 0.5235 0.0 0.0 0.0 0.088
H -1.0289 -2.5904 0.0590 0.0 0.0 0.1 0.606
H -0.0200 -4.6427 -0.8214 0.0 0.0 -0.1 0.646
```
Positions in Å, forces in eV/Å.

Values from the calculation:
- Gap between HOMO and LUMO (spin up / spin down): 0.221 / 0.218 Eh
- Energy: -401317.019 eV
- Total charge: -1
- Spin multiplicity: 6
- Highest occupied orbital energy (spin up / spin down): -5.00 / -4.93 eV

***

(2)
Formula: C3H31N2O13
Source: OMol25
Level of theory: ωB97M-V with the def2-TZVPD basis set

XYZ file:
```
49
Properties=species:S:1:pos:R:3:forces:R:3:mulliken_charge:R:1
N 1.2692 0.9341 -1.7712 -0.3 -0.6 -0.7 0.038
C 0.6729 -0.4225 -1.9041 0.1 -0.9 -1.9 0.474
C -0.8840 -0.4822 -2.0569 -0.6 1.2 -0.5 -0.096
O -1.1563 -0.2779 -3.4528 5.1 7.0 6.3 -0.439
C 1.0447 -1.3235 -0.7212 3.2 -3.4 -2.2 -0.083
N 1.7312 -2.4775 -1.0786 -1.6 2.9 3.4 -0.147
O 0.9547 -0.9622 0.4495 -0.6 0.5 -0.2 -0.372
H 2.1520 1.0306 -1.1919 -1.0 -0.3 -0.3 0.436
H 1.5746 1.1223 -2.7781 -1.0 0.7 1.9 0.438
H 0.4853 1.5144 -1.3493 1.1 0.5 -0.7 0.184
H 1.0837 -0.9150 -2.8698 -0.4 0.6 1.9 0.498
H -1.2664 -1.4616 -1.6754 0.2 0.9 -0.3 0.199
H -1.2552 0.4442 -1.4753 0.0 -1.7 -0.8 0.110
H -1.5595 -0.8513 -3.9250 -4.5 -6.8 -4.4 0.276
H 1.8594 -3.1035 -0.3112 0.1 -0.6 1.2 0.273
H 1.7908 -2.9813 -1.9079 -0.6 0.0 -2.5 0.230
H -1.3983 1.8580 3.8448 -3.2 2.2 -1.0 0.282
H -1.0074 0.8122 4.9120 -0.5 -0.1 0.8 0.283
O -0.7493 1.3276 4.1684 4.0 -1.7 0.2 -0.615
H -4.3866 2.5116 0.7801 -1.6 0.2 1.2 0.296
H -3.3825 1.4746 0.3326 -0.2 -0.8 0.4 0.342
O -3.6692 2.3725 0.2085 1.9 0.5 -1.5 -0.614
H 3.7945 -0.8403 -1.2995 0.2 -0.6 0.4 0.292
H 4.1641 0.2495 -2.2358 -0.5 -0.2 -0.2 0.304
O 3.3956 -0.2993 -1.9780 1.4 0.4 -0.3 -0.587
H -2.1317 -0.8805 4.0828 -1.4 1.9 2.4 0.288
H -1.7117 -2.2325 3.7353 0.0 2.5 -1.6 0.313
O -1.7440 -1.2630 3.3493 1.4 -4.6 -0.6 -0.585
H 1.0018 2.0760 3.6896 1.0 0.0 -0.1 0.364
H 2.6210 2.1133 3.4887 -0.1 -0.2 0.7 0.328
O 1.7727 2.4311 3.1820 -0.9 0.0 -0.9 -0.658
H -1.4509 -4.0403 -2.7041 -1.1 -0.3 -0.9 0.315
H -1.2557 -3.7275 -1.2152 0.1 -0.6 -0.6 0.311
O -0.7917 -3.9699 -2.0401 0.9 0.9 1.6 -0.604
H -3.0763 -0.6815 2.1832 -1.0 -0.2 -1.0 0.397
H -3.2987 -1.3453 0.8107 -1.1 1.2 1.2 0.263
O -3.7364 -0.6787 1.4286 2.1 -1.0 -0.5 -0.653
H 2.1936 2.0005 1.1930 1.2 -0.3 -2.4 0.253
H 2.9814 2.9747 0.3899 0.2 -0.6 -0.8 0.370
O 2.6578 2.0595 0.2356 -1.3 1.0 3.7 -0.674
H 0.1052 2.5695 0.6031 5.8 3.6 6.6 0.115
H -1.1826 2.8742 -0.0932 0.0 -0.2 0.4 0.298
O -0.4320 2.2715 0.0262 -6.1 -3.5 -6.9 -0.472
H -0.7025 3.1671 -2.5529 0.1 -0.1 -0.4 0.283
H -0.9871 2.0924 -3.6364 0.1 0.2 0.2 0.284
O -0.3754 2.3318 -2.9203 -0.9 0.6 -0.5 -0.538
H 1.3801 -2.3312 1.8016 -0.1 -1.1 0.7 0.339
H 1.6124 -3.7621 2.5853 -1.1 1.8 -3.4 0.363
O 1.2929 -3.3026 1.6635 1.2 -0.7 3.0 -0.703
```
Positions in Å, forces in eV/Å.

Values from the calculation:
- Gap between HOMO and LUMO (spin up / spin down): 0.340 / 0.149 Eh
- Energy: -33191.956 eV
- Total charge: +2
- Spin multiplicity: 2
- Highest occupied orbital energy (spin up / spin down): -16.19 / -16.19 eV

***

(3)
Formula: C34H82N5O18V2Zr
Source: OMol25
Level of theory: ωB97M-V with the def2-TZVPD basis set

XYZ file:
```
142
Properties=species:S:1:pos:R:3:forces:R:3:mulliken_charge:R:1
O 2.1613 1.8521 -4.2905 -2.2 -0.2 -1.1 -0.597
V 0.9903 1.3760 -5.2702 2.6 -1.7 1.0 1.656
O -0.4103 1.5978 -4.6782 0.0 0.4 0.6 -0.595
O -2.0676 -3.1119 -5.2909 2.2 -1.7 2.0 -0.457
V -1.0496 -3.7345 -4.2161 -2.4 3.3 -3.0 1.572
O -1.7088 -3.3455 -2.8638 0.9 -0.4 -0.2 -0.475
Zr 2.4107 -2.0982 -3.4325 -2.1 7.8 0.9 1.086
C -0.9318 -0.4460 -1.5494 -1.0 -0.6 -0.3 -1.093
C 0.4133 0.2377 -1.4543 -1.2 0.3 0.8 0.338
C 0.7041 0.4775 0.0612 0.5 -0.1 -0.5 0.317
O 1.3886 -0.4538 -2.2047 2.4 -4.2 -2.4 0.704
H -0.8917 -1.5270 -1.4149 0.5 -0.1 0.7 -0.044
H -1.4825 -0.4202 -2.4897 0.3 0.7 -0.4 0.501
H -1.5979 -0.0363 -0.7902 0.0 0.0 0.0 0.171
H 0.3211 1.2252 -1.9065 0.1 0.2 -0.2 0.034
H 0.3491 -0.2849 0.7546 0.2 -0.5 -0.4 0.008
H 0.1509 1.3516 0.4046 0.1 0.3 -0.4 -0.068
H 1.7646 0.6634 0.2310 0.0 0.0 0.1 -0.728
C 1.2678 -1.8301 -5.7234 1.1 -1.4 3.3 0.083
O 2.3073 -2.4106 -5.6356 11.2 -7.1 -5.9 -0.613
O 1.4789 -0.7995 -5.0942 0.5 17.8 -0.5 0.010
O 0.6505 -2.3753 -4.7526 -13.0 -10.1 7.2 -0.119
C -10.7089 -3.4283 2.0188 0.1 -0.3 1.1 -0.804
O -9.7079 -2.3889 1.9694 -1.3 -0.7 0.3 -0.300
C -9.9982 -1.3786 2.9415 0.6 0.1 -0.4 -0.685
C -8.9914 -0.2844 2.6090 -1.2 -0.4 0.4 -0.668
N -7.6597 -0.7665 2.8474 1.0 1.3 -0.2 -0.218
C -6.6580 0.2463 2.5584 1.8 -1.0 -0.2 -0.700
C -5.2876 -0.4395 2.3201 -0.6 -0.6 -0.3 -0.129
O -5.4989 -1.4814 1.3542 -0.1 -0.5 -0.6 -0.469
C -4.2805 -2.0265 0.8594 0.8 1.1 1.0 -0.490
H -10.6859 -3.8472 3.0248 -0.1 -0.1 0.2 0.334
H -10.5757 -4.2876 1.3616 0.7 0.5 -0.4 0.260
H -11.7334 -3.0892 1.8657 0.1 0.6 -0.2 0.309
H -9.8361 -1.6277 3.9902 0.4 -0.9 0.1 0.357
H -11.0528 -1.1037 2.9625 -0.1 0.5 -0.7 0.517
H -9.2195 0.5950 3.2113 0.3 0.1 0.1 0.425
H -9.1028 -0.0224 1.5568 -0.1 0.2 -0.3 0.369
H -7.3794 -1.5375 2.2583 -0.6 -0.7 0.1 0.380
H -6.4861 0.9837 3.3425 -0.5 0.1 0.1 0.323
H -6.8632 0.7220 1.5994 -0.4 0.5 -0.1 0.367
H -4.8961 -0.8716 3.2410 0.1 -0.1 0.2 0.380
H -4.5428 0.2392 1.9043 0.0 0.4 0.1 0.064
H -3.6627 -2.3091 1.7118 0.1 -0.3 0.1 0.320
H -3.7205 -1.2258 0.3764 0.2 0.3 -0.3 0.028
H -4.2713 -2.8545 0.1506 -1.2 0.0 0.2 0.357
C 2.4868 5.1014 0.5268 -1.7 -0.9 0.6 -0.812
O 3.6650 4.4183 0.7446 2.3 1.0 0.3 -0.437
C 3.7839 3.1617 0.1888 -2.3 -0.7 1.1 -0.974
C 5.0961 2.4585 0.4475 -1.0 1.6 -1.8 0.609
N 5.8126 2.6161 -0.8185 0.3 -1.3 0.0 -0.190
C 7.2232 2.5216 -0.6473 2.1 -0.4 -1.1 -0.731
C 7.9512 2.4556 -2.0393 -1.5 1.0 -0.7 -0.851
O 7.8869 1.1959 -2.6915 0.1 -0.4 1.1 -0.280
C 8.6067 1.1269 -3.9040 -0.4 -1.9 0.3 -0.893
H 1.7435 4.6960 1.2133 -0.2 0.2 0.7 0.339
H 1.9805 4.8031 -0.3912 0.5 0.6 -0.9 0.293
H 2.5721 6.1716 0.7149 0.3 -0.2 -0.4 0.351
H 3.4276 3.2025 -0.8405 0.6 -0.2 -0.7 0.479
H 3.0300 2.5292 0.6576 -0.6 -0.3 0.3 0.339
H 4.8231 1.4211 0.6408 0.6 -0.2 0.0 -0.667
H 5.5532 2.9209 1.3223 0.3 -0.1 0.1 0.479
H 5.6695 3.4873 -1.3091 -0.7 0.3 0.4 0.322
H 7.4847 1.6622 -0.0299 0.0 -0.3 -0.1 0.388
H 7.5756 3.3846 -0.0824 0.5 0.2 -0.1 0.469
H 8.9024 2.9796 -2.1325 0.6 -0.7 0.7 0.606
H 7.3719 3.0264 -2.7649 -0.6 1.1 0.4 0.313
H 9.6759 1.2526 -3.7334 -0.1 0.6 -0.4 0.388
H 8.1395 1.6010 -4.7672 0.3 1.1 0.2 0.369
H 8.4623 0.0752 -4.1514 0.4 -0.3 -0.2 0.241
C 4.1246 -0.3213 2.7231 -0.2 -0.8 -0.2 -1.224
O 3.7216 -1.0001 1.4775 1.4 0.1 -0.5 0.078
C 4.7076 -1.9864 1.0375 -0.5 -0.8 1.5 -0.835
C 4.3264 -2.6584 -0.3087 -0.5 1.3 0.8 -0.740
N 3.7461 -1.5723 -1.1958 1.5 -1.9 -0.4 1.344
C 4.9149 -0.7717 -1.6054 -0.3 1.2 -2.0 -0.590
C 4.4413 0.2565 -2.6589 0.5 0.2 1.8 -0.419
O 3.9395 -0.4555 -3.8333 -0.8 -1.5 1.8 0.357
C 4.8618 -0.4663 -4.8828 0.6 0.1 -3.1 -0.962
H 4.3293 -1.0914 3.4669 0.1 0.0 0.0 0.403
H 3.3113 0.2928 3.1098 -0.2 -0.2 -0.5 0.313
H 4.9943 0.3286 2.6264 0.1 -0.2 -0.4 0.396
H 4.7035 -2.7957 1.7677 -0.2 -0.2 0.2 0.581
H 5.7535 -1.6894 1.1144 -0.1 0.9 -0.5 0.423
H 3.5619 -3.4086 -0.1065 0.1 -0.1 -0.2 0.417
H 5.2421 -3.0544 -0.7477 -0.3 -0.3 -0.1 0.392
H 3.3199 -1.0106 -0.4726 -1.4 0.5 -0.1 -1.037
H 5.6477 -1.4518 -2.0397 0.2 0.1 -0.1 0.607
H 5.4135 -0.2052 -0.8188 -0.2 -0.1 0.3 0.092
H 5.2397 0.9617 -2.8898 0.1 -0.3 -0.5 0.650
H 3.6450 0.8739 -2.2432 -0.3 -0.3 -0.2 -0.368
H 4.6027 0.3519 -5.5548 0.2 0.4 0.1 0.287
H 4.7239 -1.3344 -5.5273 -0.1 -0.3 0.3 0.339
H 5.9259 -0.3997 -4.6564 -0.2 0.0 0.8 0.240
C -1.8742 -4.5172 1.1878 -0.3 -1.8 -0.5 -0.818
O -1.2943 -3.6520 2.0711 0.8 2.0 1.0 -0.275
C -0.0134 -3.1186 1.7302 0.1 -0.7 0.0 0.121
C 0.6463 -2.3382 2.8651 -0.6 -1.1 0.7 -0.123
N 0.7933 -3.2225 4.0594 -0.4 1.4 -1.0 -0.354
C 1.4283 -2.4287 5.1322 -0.5 -2.5 0.5 -0.338
C 1.3292 -3.2943 6.4529 2.7 -0.9 -0.9 -0.741
O 2.1598 -4.5453 6.3369 -1.5 1.6 -1.6 -0.319
C 1.9805 -5.3653 7.4630 0.5 0.6 0.2 -0.682
H -2.0828 -4.2164 0.1612 0.0 1.1 -0.2 0.121
H -2.8281 -4.8373 1.6071 0.1 0.0 0.1 0.363
H -1.2558 -5.4025 1.0401 0.2 -0.4 0.2 0.385
H -0.1063 -2.5226 0.8223 0.0 0.3 -0.2 -0.174
H 0.6575 -3.9551 1.5349 0.1 -0.3 -0.3 0.424
H 0.0121 -1.4999 3.1531 0.0 0.6 -0.2 0.560
H 1.6481 -2.0097 2.5882 -0.1 0.2 -0.4 -0.466
H -0.1828 -3.3314 4.2952 -0.2 -0.7 0.6 0.267
H 0.9477 -1.4597 5.2666 -0.1 0.2 0.3 0.380
H 2.4467 -2.2933 4.7680 0.3 0.1 0.6 0.084
H 0.3095 -3.5851 6.7055 -0.1 0.3 0.0 0.390
H 1.8555 -2.7719 7.2518 -0.6 0.4 0.3 0.465
H 2.6663 -6.2097 7.3948 0.1 0.2 0.0 0.231
H 0.9715 -5.7653 7.5638 -0.2 0.2 0.1 0.272
H 2.2679 -4.7031 8.2797 -0.2 -0.6 0.9 0.306
C -3.8358 3.4653 -5.5679 0.7 -0.7 0.2 -0.544
O -4.6612 3.9452 -4.5562 -0.6 -0.1 0.3 -0.372
C -3.9176 4.4990 -3.5141 0.5 1.0 1.2 -0.250
C -4.7030 4.6349 -2.1805 -0.6 1.6 -1.6 -0.959
N -5.1099 3.4314 -1.5884 1.2 -2.0 1.0 -0.363
C -4.0083 2.5897 -1.0603 -0.3 -0.6 0.7 -0.552
C -3.3562 3.0582 0.2887 -1.1 -0.1 -1.5 -0.325
O -2.0643 3.5374 -0.0084 0.7 0.6 1.7 -0.303
C -1.3310 3.8890 1.2040 0.0 -0.3 -0.6 -0.668
H -3.1905 2.7027 -5.1317 -0.1 -1.0 0.0 0.064
H -3.0399 4.1362 -5.8911 -0.5 1.0 -0.5 0.333
H -4.4455 3.0766 -6.3836 0.2 0.2 0.1 0.308
H -3.5890 5.4924 -3.8194 0.1 0.3 0.0 0.472
H -3.0150 3.9305 -3.2900 0.3 -0.4 -0.2 0.137
H -5.6762 5.0447 -2.4506 0.1 0.9 -0.1 0.414
H -4.2150 5.3193 -1.4865 0.2 -0.1 -0.1 0.402
H -5.5809 3.0021 -2.3720 -0.3 -1.1 0.4 0.340
H -3.1997 2.3830 -1.7614 0.4 0.5 -0.3 0.203
H -4.3730 1.5793 -0.8754 -0.6 0.0 0.0 0.428
H -3.3345 2.2300 0.9970 0.3 -0.3 0.1 0.153
H -4.0301 3.7948 0.7262 0.2 0.5 0.1 0.411
H -1.8136 4.5656 1.9093 -0.6 0.3 -0.5 0.380
H -0.3871 4.3415 0.8999 -0.2 -0.1 -0.1 -0.010
H -1.1260 3.0111 1.8167 0.1 -0.4 -0.2 0.307
```
Positions in Å, forces in eV/Å.

Values from the calculation:
- Gap between HOMO and LUMO: 0.044 Eh
- Energy: -133502.481 eV
- Total charge: +3
- Highest occupied orbital energy: -13.24 eV

***

Q: What is the total charge in the third record?
A: +3

***

Q: The lowest total charge belongs to which entry?
A: C34H24AsMnNO2SbSe4

***

Q: The lowest energy belongs to which entry?
A: C34H24AsMnNO2SbSe4

***

Q: Among the records above, which one has the highest total charge?
A: C34H82N5O18V2Zr